Record 1
{
  "formula": "C40H54BN3RhSSi",
  "method": "ωB97M-V/def2-TZVPD",
  "species": ["Rh", "C", "C", "C", "C", "C", "C", "H", "H", "H", "H", "H", "H", "C", "Si", "C", "C", "C", "C", "C", "C", "N", "C", "S", "H", "H", "H", "H", "H", "H", "H", "H", "H", "H", "H", "H", "C", "C", "C", "C", "C", "C", "C", "C", "C", "C", "C", "C", "N", "B", "N", "C", "C", "C", "C", "C", "C", "C", "C", "C", "C", "C", "C", "C", "C", "H", "H", "H", "H", "H", "H", "H", "H", "H", "H", "H", "H", "H", "H", "H", "H", "H", "H", "H", "H", "H", "H", "H", "H", "H", "H", "H", "H", "H", "H", "H", "H", "H", "H", "H", "H"],
  "positions_angstrom": [[0.41, -0.26, 0.43], [-1.47, 1.93, -1.53], [-0.53, 1.54, -2.49], [-0.17, 0.21, -2.62], [-0.74, -0.75, -1.77], [-1.67, -0.37, -0.81], [-2.04, 0.98, -0.70], [-1.75, 2.97, -1.44], [-0.10, 2.29, -3.14], [0.54, -0.09, -3.38], [-0.51, -1.80, -1.92], [-2.18, -1.12, -0.22], [-2.79, 1.25, 0.03], [3.10, -4.81, -1.17], [4.50, -4.44, 0.01], [6.09, -4.34, -0.96], [4.58, -5.75, 1.34], [4.39, -2.77, 0.96], [5.52, -2.48, 1.73], [5.60, -1.31, 2.45], [4.52, -0.42, 2.40], [3.43, -0.65, 1.70], [3.37, -1.80, 1.00], [1.90, -2.07, 0.14], [3.36, -5.74, -1.69], [2.97, -4.03, -1.92], [2.15, -4.96, -0.66], [6.30, -5.30, -1.44], [6.95, -4.09, -0.33], [6.02, -3.58, -1.74], [4.79, -6.73, 0.88], [3.64, -5.83, 1.88], [5.37, -5.55, 2.07], [6.35, -3.17, 1.76], [6.47, -1.07, 3.05], [4.55, 0.51, 2.96], [-3.64, 1.45, 4.13], [-2.86, 0.53, 3.19], [-3.83, -0.33, 2.38], [-1.87, -0.31, 3.97], [-2.36, -1.34, 4.77], [-1.52, -2.09, 5.56], [-0.16, -1.85, 5.53], [0.38, -0.85, 4.73], [1.89, -0.65, 4.73], [2.36, 0.03, 6.01], [2.59, -2.00, 4.55], [-0.49, -0.06, 3.97], [0.01, 1.10, 3.26], [0.17, 1.37, 1.87], [0.55, 2.76, 1.78], [0.67, 3.23, 3.09], [0.35, 2.26, 3.96], [0.62, 3.70, 0.68], [1.71, 3.70, -0.20], [1.73, 4.59, -1.27], [0.72, 5.51, -1.46], [-0.32, 5.55, -0.55], [-0.40, 4.67, 0.53], [-1.60, 4.94, 1.44], [-1.29, 5.99, 2.51], [-2.32, 3.75, 2.04], [2.94, 2.81, -0.10], [3.60, 2.72, 1.27], [2.70, 1.46, -0.77], [-4.31, 2.10, 3.57], [-2.96, 2.09, 4.70], [-4.23, 0.87, 4.84], [-2.30, 1.14, 2.49], [-4.48, -0.93, 3.02], [-3.30, -1.02, 1.72], [-4.48, 0.30, 1.77], [-3.43, -1.53, 4.80], [-1.92, -2.87, 6.20], [0.50, -2.45, 6.15], [2.14, -0.02, 3.88], [2.15, -0.59, 6.88], [1.88, 1.00, 6.16], [3.44, 0.19, 5.98], [2.38, -2.67, 5.38], [3.68, -1.86, 4.53], [2.28, -2.49, 3.63], [0.98, 4.24, 3.29], [0.33, 2.29, 5.04], [2.57, 4.57, -1.94], [0.75, 6.20, -2.29], [-1.10, 6.29, -0.67], [-2.32, 5.42, 0.76], [-0.70, 5.57, 3.32], [-2.22, 6.37, 2.94], [-0.75, 6.84, 2.09], [-1.83, 3.37, 2.93], [-2.39, 2.93, 1.32], [-3.34, 4.03, 2.31], [3.68, 3.30, -0.74], [2.95, 2.29, 2.03], [3.90, 3.72, 1.60], [4.50, 2.11, 1.20], [1.84, 0.95, -0.28], [3.56, 0.79, -0.69], [2.42, 1.58, -1.82]],
  "homo_ev": [-10.3, -10.4],
  "total_charge": 1,
  "spin_multiplicity": 5,
  "de_lowest_ev": 0.6701,
  "s_squared": 6.0304,
  "e_lumo_ev": [-2.09, -5.69],
  "homo_lumo_gap_ev": [8.22, 4.67]
}

---

Record 2
{
  "formula": "C16H40B2MgO8S4",
  "method": "ωB97M-V/def2-TZVPD",
  "species": ["Mg", "B", "H", "H", "H", "H", "B", "H", "H", "H", "H", "C", "C", "C", "S", "O", "O", "C", "H", "H", "H", "H", "H", "H", "H", "H", "C", "C", "C", "S", "O", "O", "C", "H", "H", "H", "H", "H", "H", "H", "H", "C", "C", "C", "S", "O", "O", "C", "H", "H", "H", "H", "H", "H", "H", "H", "C", "C", "C", "S", "O", "O", "C", "H", "H", "H", "H", "H", "H", "H", "H"],
  "positions_angstrom": [[-0.89, -0.41, -1.37], [-2.66, -0.78, -0.41], [-1.72, -1.07, 0.14], [-3.61, -0.94, 0.22], [-2.59, 0.32, -0.69], [-2.64, -1.38, -1.37], [-0.99, 0.07, -3.36], [-0.28, 0.78, -2.85], [-0.36, -0.87, -3.39], [-1.92, -0.03, -2.74], [-1.30, 0.42, -4.42], [0.54, -3.95, 1.56], [1.59, -4.70, 0.77], [1.56, -4.11, -0.63], [-0.18, -3.78, -1.00], [-0.81, -4.79, -1.82], [-0.30, -2.37, -1.37], [-0.73, -3.98, 0.73], [0.76, -2.91, 1.82], [0.41, -4.42, 2.54], [1.42, -5.78, 0.68], [2.58, -4.60, 1.23], [1.98, -4.70, -1.45], [2.11, -3.17, -0.68], [-1.16, -4.98, 0.69], [-1.58, -3.33, 0.93], [-2.83, 3.86, -0.15], [-3.02, 3.83, -1.66], [-1.74, 3.28, -2.33], [-0.52, 2.94, -1.01], [0.77, 3.50, -1.36], [-0.71, 1.55, -0.59], [-1.36, 3.97, 0.21], [-3.13, 2.91, 0.31], [-3.46, 4.58, 0.37], [-3.10, 4.83, -2.09], [-3.83, 3.18, -1.96], [-1.25, 4.13, -2.80], [-1.82, 2.44, -3.01], [-1.02, 5.01, 0.08], [-0.97, 3.75, 1.21], [-1.30, -0.77, 4.35], [-2.20, -0.34, 3.17], [-1.52, 0.86, 2.56], [0.24, 0.37, 2.41], [0.99, 1.57, 2.70], [0.42, -0.42, 1.21], [0.15, -0.72, 3.87], [-1.56, -1.72, 4.80], [-1.47, 0.04, 5.06], [-3.26, -0.20, 3.38], [-2.27, -1.11, 2.39], [-1.64, 1.76, 3.16], [-1.87, 1.14, 1.56], [0.78, -0.29, 4.66], [0.61, -1.70, 3.72], [4.52, 1.26, -0.43], [3.75, 2.13, -1.44], [3.23, 1.13, -2.47], [2.65, -0.31, -1.54], [3.20, -1.56, -2.05], [1.22, -0.24, -1.31], [3.53, 0.19, -0.01], [4.86, 1.85, 0.42], [5.35, 0.81, -0.98], [4.34, 2.89, -1.94], [2.93, 2.70, -0.99], [4.04, 0.87, -3.16], [2.41, 1.42, -3.12], [3.88, -0.64, 0.59], [2.73, 0.72, 0.53]],
  "homo_ev": -9.2,
  "de_lowest_ev": 0.5070,
  "e_lumo_ev": 0.22,
  "homo_lumo_gap_ev": 9.39
}

---

Record 3
{
  "formula": "C4H2F6O3S",
  "method": "ωB97M-V/def2-TZVPD",
  "species": ["C", "C", "C", "C", "O", "O", "O", "F", "F", "F", "F", "F", "F", "S", "H", "H"],
  "positions_angstrom": [[-1.14, 0.37, 0.23], [-1.88, -0.61, -0.68], [1.47, 0.65, -1.10], [2.46, 0.67, 0.02], [-2.28, -0.35, 2.61], [-0.45, -1.82, 1.72], [-2.54, -1.29, 0.23], [-1.59, 1.65, 0.30], [-2.65, -0.29, -1.74], [-0.97, -1.36, -1.30], [3.16, -0.49, 0.17], [1.96, 0.89, 1.26], [3.42, 1.57, -0.34], [-1.48, -0.83, 1.55], [0.81, 1.50, -1.23], [1.69, -0.25, -1.72]],
  "homo_ev": [-11.1, -10.5],
  "de_lowest_ev": 1.5254,
  "e_lumo_ev": [-1.24, -2.28],
  "homo_lumo_gap_ev": [9.91, 8.19]
}

---

Record 4
{
  "formula": "C3H2N2O3S2",
  "method": "ωB97M-V/def2-TZVPD",
  "species": ["O", "N", "O", "N", "C", "S", "S", "C", "C", "O", "H", "H"],
  "positions_angstrom": [[1.71, 2.48, -0.06], [0.71, 1.79, 0.10], [-0.41, 2.10, -0.10], [0.83, 0.48, 0.64], [1.62, -0.45, 0.40], [2.85, -0.82, -0.76], [2.31, -1.95, 0.92], [-2.31, -0.39, -0.17], [-1.41, -1.25, -0.57], [-0.54, -2.07, -0.56], [-2.40, -0.21, 0.90], [-2.94, 0.28, -0.75]],
  "homo_ev": -9.3,
  "de_lowest_ev": 2.4448,
  "e_lumo_ev": -0.95,
  "smiles": "O=[N+]([O-])N=C1SS1.C=C=O",
  "homo_lumo_gap_ev": 8.39
}

---

Record 5
{
  "formula": "C5H7BrN4S",
  "method": "ωB97M-V/def2-TZVPD",
  "species": ["C", "C", "S", "C", "C", "N", "N", "C", "Br", "N", "N", "H", "H", "H", "H", "H", "H", "H"],
  "positions_angstrom": [[-2.21, -0.53, -0.15], [-1.43, -1.88, -0.09], [-0.07, -1.96, 1.14], [0.44, -0.26, 1.62], [1.14, 0.54, 0.46], [0.91, 0.07, -0.80], [1.47, 0.77, -1.76], [2.17, 1.85, -1.34], [2.94, 2.94, -2.80], [2.43, 2.31, -0.10], [1.88, 1.61, 0.86], [-3.04, -0.67, -0.89], [-2.70, -0.24, 0.81], [-1.59, 0.31, -0.56], [-2.16, -2.68, 0.20], [-1.05, -2.15, -1.10], [-0.36, 0.34, 2.12], [1.24, -0.39, 2.39]],
  "homo_ev": -8.9,
  "e_lumo_ev": -1.32,
  "smiles": "CCSCc1nnc(Br)nn1",
  "homo_lumo_gap_ev": 7.60
}

---

Record 6
{
  "formula": "C27H20NOPPdS",
  "method": "ωB97M-V/def2-TZVPD",
  "species": ["Pd", "O", "N", "C", "C", "C", "C", "C", "S", "H", "H", "H", "H", "C", "C", "C", "C", "C", "C", "P", "C", "C", "C", "C", "C", "C", "C", "C", "C", "C", "C", "C", "C", "C", "C", "C", "H", "H", "H", "H", "H", "H", "H", "H", "H", "H", "H", "H", "H", "H", "H", "H"],
  "positions_angstrom": [[0.66, 0.24, -1.55], [0.31, -1.36, -3.14], [1.33, -2.17, -2.96], [1.08, -3.49, -2.99], [2.08, -4.42, -2.86], [3.40, -3.99, -2.71], [3.64, -2.63, -2.67], [2.61, -1.69, -2.75], [2.90, 0.00, -2.61], [0.04, -3.74, -3.11], [1.83, -5.47, -2.88], [4.21, -4.70, -2.62], [4.64, -2.25, -2.55], [0.96, 0.50, 5.38], [-0.02, -0.25, 4.74], [-0.17, -0.18, 3.36], [0.65, 0.66, 2.60], [1.63, 1.40, 3.26], [1.78, 1.33, 4.63], [0.50, 0.85, 0.78], [-0.31, -0.78, 0.40], [0.44, -1.95, 0.58], [-0.13, -3.19, 0.35], [-1.43, -3.29, -0.11], [-2.17, -2.14, -0.34], [-1.63, -0.89, -0.08], [-0.85, 2.05, 0.64], [-1.54, 2.59, 1.71], [-2.48, 3.61, 1.52], [-2.71, 4.13, 0.27], [-2.01, 3.62, -0.86], [-2.20, 4.14, -2.16], [-1.49, 3.63, -3.22], [-0.59, 2.56, -3.04], [-0.39, 2.01, -1.79], [-1.08, 2.56, -0.68], [1.08, 0.44, 6.45], [-0.67, -0.90, 5.32], [-0.94, -0.76, 2.87], [2.28, 2.04, 2.66], [2.54, 1.92, 5.13], [1.46, -1.87, 0.94], [0.46, -4.09, 0.51], [-1.87, -4.26, -0.30], [-3.19, -2.21, -0.71], [-2.21, 0.01, -0.23], [-1.35, 2.21, 2.71], [-3.02, 4.01, 2.37], [-3.42, 4.94, 0.13], [-2.90, 4.96, -2.31], [-1.64, 4.05, -4.21], [-0.06, 2.17, -3.89]],
  "homo_ev": [-3.4, -3.2],
  "total_charge": -1,
  "spin_multiplicity": 2,
  "de_lowest_ev": 1.2265,
  "s_squared": 0.7573,
  "e_lumo_ev": [2.87, 2.85],
  "homo_lumo_gap_ev": [6.22, 6.01]
}

---

Record 7
{
  "formula": "C5H27NO10",
  "method": "ωB97M-V/def2-TZVPD",
  "species": ["C", "C", "C", "C", "N", "C", "O", "O", "H", "H", "H", "H", "H", "H", "H", "H", "H", "H", "H", "O", "H", "H", "O", "H", "H", "O", "H", "H", "O", "H", "H", "O", "H", "H", "O", "H", "H", "O", "H", "H", "O", "H", "H"],
  "positions_angstrom": [[-2.42, 1.49, -0.24], [-1.90, 0.04, -0.43], [-1.47, -0.66, 0.91], [-2.47, -1.64, 1.43], [-0.07, -1.29, 0.82], [0.98, -0.48, 0.72], [1.07, 0.69, 0.98], [2.08, -1.25, 0.39], [-1.59, 2.08, -0.49], [-2.75, 1.83, 0.83], [-3.26, 1.74, -0.84], [-2.77, -0.54, -0.83], [-1.00, 0.08, -1.18], [-1.36, 0.24, 1.63], [-3.36, -1.10, 1.73], [-1.99, -2.05, 2.46], [-2.69, -2.44, 0.77], [-0.05, -2.34, 0.49], [2.94, -0.80, 0.30], [0.30, -0.84, 3.78], [0.20, -1.06, 2.87], [0.81, -1.57, 4.17], [0.07, 1.77, -3.55], [0.93, 1.86, -3.90], [0.26, 2.31, -2.61], [-0.02, -0.86, -3.54], [-0.13, 0.12, -3.74], [-0.87, -1.21, -3.52], [0.80, 2.28, -1.21], [0.52, 3.01, -0.74], [1.54, 1.97, -0.61], [-0.06, 3.99, 1.41], [0.77, 3.70, 1.79], [-0.58, 3.30, 1.77], [0.18, -3.24, -1.11], [0.01, -2.36, -1.49], [1.04, -3.42, -1.38], [0.07, 1.82, 3.40], [0.66, 2.13, 2.70], [0.11, 0.94, 3.32], [2.10, -2.56, -2.74], [1.57, -2.19, -3.44], [2.58, -1.86, -2.45]],
  "homo_ev": -10.3,
  "de_lowest_ev": 3.7415,
  "e_lumo_ev": 0.03,
  "smiles": "CC[C@@H](C)NC(=O)O.O.O.O.O.O.O.O.O",
  "homo_lumo_gap_ev": 10.30
}

---

Record 8
{
  "formula": "C4H10O2",
  "method": "ωB97M-V/def2-TZVPD",
  "species": ["C", "C", "O", "C", "C", "O", "H", "H", "H", "H", "H", "H", "H", "H", "H", "H"],
  "positions_angstrom": [[1.57, -0.59, 1.30], [0.54, -1.08, 0.31], [0.10, 0.00, -0.50], [-0.94, -0.36, -1.38], [-1.67, 2.40, 0.16], [-0.49, 2.56, -0.37], [2.42, -0.13, 0.78], [1.95, -1.43, 1.89], [1.15, 0.14, 1.99], [-0.33, -1.51, 0.84], [0.96, -1.85, -0.35], [-1.81, -0.75, -0.83], [-0.60, -1.10, -2.11], [-1.69, 1.32, 0.52], [-1.24, 0.55, -1.91], [0.06, 1.73, -0.34]],
  "homo_ev": -8.3,
  "de_lowest_ev": 3.9959,
  "e_lumo_ev": 0.83,
  "homo_lumo_gap_ev": 9.12
}

---

Number 1: DFT total energy -69219.456 eV. Number 2: DFT total energy -83756.678 eV. Number 3: DFT total energy -37457.404 eV. Number 4: DFT total energy -33929.820 eV. Number 5: DFT total energy -92133.608 eV. Number 6: DFT total energy -55464.701 eV. Number 7: DFT total energy -27587.742 eV. Number 8: DFT total energy -8401.551 eV.